# 1
{"formula": "C26H37ClN4O2", "method": "wB97M-V/def2-TZVPD", "lumo_energy_ha": 0.011, "homo_energy_ev": -8.310, "gap_ha": 0.3159, "energy_ha": -1842.682282, "e_above_lowest_kcal_mol": 0.0, "symbols": ["H", "H", "C", "C", "O", "C", "H", "C", "H", "H", "H", "C", "O", "H", "C", "N", "C", "H", "N", "C", "H", "H", "C", "H", "C", "H", "N", "H", "H", "C", "C", "H", "C", "Cl", "H", "H", "H", "H", "H", "H", "H", "H", "N", "C", "H", "C", "C", "C", "C", "C", "C", "H", "H", "C", "C", "H", "H", "H", "H", "C", "H", "H", "H", "H", "C", "H", "C", "H", "C", "H"], "coordinates": [[-0.611, -0.971, -2.209], [-3.689, 4.873, -2.569], [0.802, 0.464, -1.565], [3.118, -1.177, 1.494], [-4.910, 1.841, 0.102], [-1.148, 3.484, -0.122], [-2.225, -5.799, -1.908], [-0.258, -5.057, -1.483], [2.676, -1.907, 0.832], [-0.298, -3.691, 0.935], [0.466, 2.864, -2.983], [-3.930, 2.173, -0.537], [1.503, -0.273, -0.669], [-1.380, -4.512, -3.916], [0.969, 1.782, -1.235], [-3.071, 1.299, -1.094], [-1.933, -4.047, -3.103], [3.270, 2.169, 1.947], [1.768, 1.855, -0.130], [0.404, 2.991, -1.898], [-2.055, -2.263, 1.653], [-2.202, 1.677, -1.468], [2.887, 0.181, 1.275], [-1.596, -3.022, -2.986], [-2.395, -4.090, -0.632], [-3.491, -2.298, 0.621], [-0.997, 3.168, -1.542], [-1.024, 2.554, 0.440], [0.476, -3.091, -1.963], [-2.510, 4.115, 0.184], [0.048, -0.220, -2.642], [-3.522, 3.149, -2.883], [4.249, 0.717, 3.185], [5.461, -1.150, 4.708], [1.445, -3.945, -0.764], [-2.797, 3.875, 1.208], [-2.437, 5.202, 0.110], [-0.352, 4.172, 0.208], [1.015, 3.861, -1.608], [4.695, 1.441, 3.849], [0.734, -0.720, -3.326], [-0.541, 0.506, -3.194], [-1.729, -2.827, -0.362], [-2.309, -0.536, 0.375], [-1.392, 5.177, -2.092], [-3.605, 3.648, -0.783], [-2.430, -2.036, 0.642], [-1.736, -4.823, -1.804], [2.064, 0.624, 0.174], [0.424, -3.750, -1.098], [-3.164, -0.115, -0.823], [-1.266, -0.269, 0.197], [-0.185, -5.758, -0.647], [4.471, -0.638, 3.389], [-1.680, 4.149, -2.368], [0.115, -2.103, 0.257], [-1.388, 3.996, -3.410], [-3.438, -3.880, -0.882], [4.090, -2.636, 2.723], [3.459, 1.124, 2.131], [-2.382, -4.748, 0.257], [0.246, -5.508, -2.341], [-2.653, 0.011, 1.255], [-4.524, 4.187, -0.535], [-3.195, 3.961, -2.232], [-2.867, -0.676, -1.712], [3.908, -1.588, 2.549], [-2.987, -4.027, -3.371], [-0.348, -3.063, 0.024], [-4.214, -0.326, -0.603]], "nbo_charge": [0.24, 0.22, 0.25, -0.18, -0.64, -0.23, 0.21, -0.40, 0.22, 0.16, 0.21, 0.68, -0.41, 0.21, 0.12, -0.66, -0.61, 0.24, -0.48, -0.25, 0.18, 0.43, -0.05, 0.21, -0.21, 0.20, -0.47, 0.21, 0.20, -0.41, -0.66, 0.22, -0.23, 0.01, 0.21, 0.23, 0.21, 0.19, 0.19, 0.23, 0.23, 0.23, -0.46, -0.40, 0.17, -0.30, -0.22, -0.22, 0.45, -0.41, -0.23, 0.19, 0.20, -0.03, -0.22, 0.21, 0.20, 0.20, 0.23, -0.17, 0.16, 0.21, 0.21, 0.24, -0.41, 0.20, -0.23, 0.21, -0.23, 0.22]}

---

# 2
{"formula": "C26H37N2O4P2W", "method": "wB97M-V/def2-TZVPD", "multiplicity": 3, "lumo_energy_ha": [-0.449, -0.431], "homo_energy_ev": [-15.162, -14.983], "s_squared": 2.162, "total_charge": 3, "gap_ha": [0.1081, 0.1195], "energy_ha": -2172.186691, "symbols": ["C", "C", "C", "H", "H", "H", "C", "C", "C", "C", "C", "H", "H", "O", "H", "H", "C", "C", "C", "P", "C", "H", "C", "C", "O", "C", "N", "H", "H", "N", "W", "H", "C", "C", "C", "H", "H", "H", "C", "C", "O", "C", "H", "H", "H", "H", "C", "H", "H", "H", "H", "C", "C", "H", "H", "H", "H", "O", "H", "P", "H", "C", "H", "H", "H", "H", "C", "H", "H", "H", "H", "H"], "coordinates": [[-1.880, -4.554, 2.507], [-0.185, 2.919, 3.908], [3.414, 2.257, -3.775], [2.144, 3.844, -1.962], [2.309, -2.384, -3.934], [2.453, 3.645, 0.644], [0.466, -3.519, -1.597], [-2.487, -0.019, 3.319], [-2.638, 2.854, 3.468], [-1.311, 2.152, 3.612], [-0.308, -3.361, 3.899], [1.952, 2.941, 4.334], [-3.361, 2.522, 4.226], [-1.820, -1.122, -0.115], [1.903, 2.228, 1.615], [-1.194, 3.576, -0.798], [-0.384, 3.520, -0.059], [-0.417, -2.028, -3.879], [2.346, -1.785, -3.013], [0.854, 2.321, -0.587], [-0.943, -1.316, 0.750], [-2.786, 2.365, -5.448], [-1.094, -2.370, 1.813], [2.437, 1.891, -2.857], [0.182, -0.635, 0.840], [-1.224, 0.759, 3.478], [0.362, -1.138, 3.400], [-0.073, -2.908, -4.445], [-2.900, 0.057, 2.307], [2.222, 0.592, -2.568], [0.974, -0.037, -0.927], [2.206, 0.507, 3.839], [3.766, -0.065, -4.250], [2.216, 2.569, 0.616], [-1.877, -3.504, 1.578], [-2.456, -3.537, 0.651], [-3.106, 2.682, 2.486], [1.148, -3.599, -0.741], [2.810, -0.381, -3.292], [-1.082, -4.487, 3.665], [-2.424, 1.972, -4.620], [1.082, 2.345, 4.044], [4.228, -0.886, -4.800], [3.005, -2.326, -2.311], [0.326, -3.275, 4.786], [-3.243, 0.378, 4.002], [0.076, 0.204, 3.518], [-2.376, -1.076, 3.534], [-0.305, -1.128, -4.499], [-1.052, -5.321, 4.370], [-2.487, -5.446, 2.317], [4.107, 1.267, -4.452], [-0.385, -2.260, 3.031], [-0.556, -3.653, -1.216], [0.073, 4.512, 0.070], [-0.315, 3.993, 4.048], [-0.824, 3.190, 0.891], [-3.802, -1.671, -3.572], [3.121, 2.002, 0.358], [0.592, -1.882, -2.373], [-3.138, 1.329, -4.386], [1.579, 2.924, -2.180], [-3.720, -1.652, -2.581], [3.562, 3.323, -3.948], [0.702, 3.202, -2.798], [-1.492, -2.111, -3.656], [1.219, 0.991, 3.794], [0.707, -4.285, -2.349], [1.338, -1.363, 3.571], [4.890, 1.539, -5.147], [-2.531, 3.939, 3.590], [-4.593, -2.226, -3.742]], "lowdin_spin": [0.01, 0.00, 0.00, 0.00, 0.01, 0.00, -0.01, 0.00, 0.00, 0.00, 0.00, 0.00, 0.00, 0.01, 0.00, 0.00, 0.00, 0.00, 0.04, 0.02, 0.00, 0.00, 0.01, 0.01, 0.03, 0.00, 0.03, 0.00, 0.00, 0.02, 1.75, 0.00, 0.00, 0.01, -0.01, 0.00, 0.00, 0.00, 0.01, 0.00, 0.00, -0.01, 0.00, 0.00, 0.00, 0.00, 0.00, 0.00, 0.00, 0.00, 0.00, 0.00, 0.01, 0.00, 0.00, 0.00, 0.00, 0.00, 0.01, 0.02, 0.00, 0.01, 0.00, 0.00, 0.00, 0.00, 0.00, 0.00, 0.00, 0.00, 0.00, 0.00]}

---

# 3
{"formula": "C26H37N4O4P", "method": "wB97M-V/def2-TZVPD", "lumo_energy_ha": -0.011, "homo_energy_ev": -7.424, "gap_ha": 0.2620, "energy_ha": -1874.100457, "symbols": ["C", "O", "C", "C", "H", "C", "H", "P", "H", "C", "H", "O", "C", "H", "H", "C", "H", "H", "C", "C", "C", "H", "C", "C", "H", "C", "C", "N", "H", "H", "C", "O", "N", "H", "H", "O", "H", "H", "H", "C", "C", "H", "H", "H", "H", "C", "H", "C", "H", "C", "C", "H", "C", "H", "C", "C", "C", "H", "H", "H", "H", "H", "H", "H", "C", "H", "H", "H", "H", "H", "N", "N"], "coordinates": [[-2.811, -2.134, -0.523], [-1.511, 2.047, -2.158], [-0.921, -6.530, 3.859], [-1.590, -0.017, -0.248], [-1.211, -7.230, 3.073], [2.131, 4.382, -4.380], [0.788, 2.408, 3.235], [-1.336, 1.737, -0.727], [-0.549, -2.433, 1.919], [1.824, 1.684, 1.451], [1.557, -8.514, 5.305], [-4.391, -3.765, -1.429], [2.478, 7.956, 1.291], [0.790, 2.656, -6.991], [-1.468, -4.384, 1.673], [2.133, 3.590, -5.607], [-0.857, -8.000, 5.417], [2.570, 7.237, 2.106], [0.720, 3.174, -6.033], [3.301, 5.148, 0.444], [-2.082, -2.747, 0.502], [1.438, 7.966, 0.959], [0.763, 2.549, 2.157], [-3.545, -0.473, -1.997], [-1.590, -5.185, -0.933], [-0.119, -5.457, 3.276], [1.076, -7.982, 4.485], [0.519, -4.621, 2.817], [3.326, 8.378, -0.635], [2.077, -0.376, 0.902], [-1.121, -1.971, 1.125], [0.102, -0.049, 1.536], [3.444, 4.287, 1.190], [2.581, 1.413, 2.180], [-0.049, 2.124, -0.337], [-3.616, 0.458, -2.724], [-1.843, -6.099, 4.254], [2.089, 6.227, -0.872], [2.598, 4.179, -6.400], [-3.251, -6.221, -0.102], [-3.931, -2.668, -1.358], [2.248, 2.266, 0.640], [2.756, 2.705, -5.463], [0.618, 1.353, -4.857], [-0.952, 1.972, -5.372], [-0.177, -7.268, 4.977], [-4.102, -6.240, -0.774], [-2.564, -0.806, -0.884], [4.448, 7.637, 0.492], [1.282, 0.370, 0.840], [0.036, 2.263, -5.018], [-0.098, 2.755, -4.055], [3.111, 6.251, -0.494], [0.833, -8.710, 3.708], [-0.865, -0.650, 0.778], [3.415, 7.613, 0.138], [-2.307, -5.205, -0.114], [-5.291, -1.280, -1.591], [-3.174, -7.003, 0.655], [0.091, -6.567, 5.769], [-3.216, -4.263, 1.559], [1.034, 3.594, 2.001], [-2.196, 2.472, 0.123], [-0.245, 2.434, 1.774], [-2.299, -4.160, 0.987], [2.712, 8.943, 1.692], [1.068, 0.483, -0.221], [1.802, -7.277, 4.077], [0.107, 4.063, -6.195], [3.763, 6.094, -1.353], [-4.467, -1.576, -2.116], [2.115, 4.990, -3.406]], "mulliken_charge": [-0.18, -0.50, -0.33, 0.29, 0.26, 0.26, 0.36, 0.52, 0.53, -0.30, 0.34, -0.47, -1.17, 0.32, -1.13, -0.51, 0.33, 0.35, -0.45, 0.31, 0.71, 0.31, -0.97, 0.01, 0.40, 0.35, -1.15, -0.51, 0.31, 0.37, -0.58, -0.50, -0.51, 0.52, 0.01, -0.45, 0.34, 0.31, 0.30, -0.75, 0.19, 0.16, 0.28, 0.30, 0.32, -0.58, 0.26, -0.27, 0.31, -1.01, -1.00, 0.27, -0.38, 0.30, 0.39, -0.48, -0.42, 0.32, 0.26, 0.32, 0.44, 0.23, 0.08, 0.27, 1.11, 0.34, 0.49, 0.36, 0.30, 0.30, -0.40, -0.37]}

---

Question: What is the formula in the third record?
Answer: C26H37N4O4P